No. 1
The following is a DFT calculation (ωB97M-V/def2-TZVPD) of a structure of composition C27H48OP2Sn in a non-equilibrium geometry.

Calculated values
* LUMO level (spin up / spin down): -8.141 / -7.844 eV
* electronic energy: -2029.1325 a.u.
* total charge: +2
* HOMO-LUMO gap (spin up / spin down): 4.883 / 5.607 eV

Each line ends with the Mulliken charge.
Element x y z (Å)
H1 5.677 -5.429 2.984  0.410
C1 5.485 -3.945 1.433  -0.373
H2 0.529 -2.507 2.272  -0.074
H3 -1.827 6.138 -0.447  0.412
H4 1.339 0.386 2.945  0.320
H5 -3.729 1.124 1.213  0.663
H6 6.980 -1.641 0.547  0.390
H7 6.302 -0.420 -0.561  0.365
H8 2.977 0.292 3.698  0.465
C2 -2.409 5.668 0.355  -1.275
C3 0.488 -3.497 2.742  -1.043
H9 -5.005 4.679 1.007  0.540
H10 -5.283 0.309 -2.627  0.407
P1 -3.481 1.912 -2.603  1.679
H11 0.951 -3.435 3.734  0.319
H12 -3.263 6.301 0.630  0.441
H13 -1.946 3.393 -3.805  0.351
C4 2.707 -4.289 1.769  0.493
H14 -1.682 -1.494 -1.380  0.629
H15 1.113 -5.501 2.385  0.550
H16 -4.923 0.937 -4.277  0.451
C5 -0.773 2.608 1.074  -0.552
H17 -0.353 2.296 -2.307  0.648
C6 4.613 -3.180 0.663  0.064
H18 3.216 -5.807 3.184  0.455
H19 -0.362 3.310 1.808  0.602
H20 -3.841 -0.280 -3.509  0.375
H21 5.605 -0.643 1.056  0.319
H22 0.993 1.963 -0.063  -0.143
H23 -3.426 -0.892 0.172  0.451
H24 0.570 -3.708 -0.042  0.162
C7 0.040 2.503 -0.191  -0.591
C8 1.209 -4.530 1.876  0.301
C9 -2.563 2.522 -4.065  -1.525
H25 1.013 -5.438 -0.084  0.370
C10 6.049 -1.170 0.199  -1.301
H26 -1.847 1.603 2.584  0.445
O1 2.438 -2.196 0.737  -0.574
H27 -1.757 2.362 -1.294  -1.689
H28 -1.958 -0.880 1.171  0.293
H29 -0.149 0.015 -2.292  0.420
C11 -4.387 3.775 0.981  -1.485
H30 6.200 -2.328 -2.289  0.446
H31 2.062 -1.221 3.334  0.261
H32 -1.763 5.506 1.227  0.360
Sn1 2.973 -0.155 0.921  0.905
C12 -4.680 3.318 -2.418  -1.332
H33 -3.297 2.798 -4.834  0.516
C13 2.268 -0.193 3.011  -1.282
C14 -0.855 0.405 -1.538  -0.381
H34 -3.962 3.589 1.973  0.396
C15 -2.767 1.092 0.681  0.129
C16 -2.458 -0.381 0.318  -0.923
H35 -4.984 3.593 -3.437  0.646
H36 0.311 3.529 -0.498  0.473
H37 -2.970 1.636 -0.258  -1.057
H38 -5.001 2.916 0.686  0.320
C17 -4.090 4.524 -1.672  -1.198
H39 5.256 -3.788 -1.924  0.392
C18 4.985 -4.845 2.375  -1.045
H40 -3.463 5.135 -2.337  0.473
H41 4.270 -1.753 -0.902  0.200
C19 5.891 -3.006 -1.488  -1.518
C20 3.610 -5.039 2.508  -0.776
H42 -0.561 -3.785 2.876  0.491
C21 -0.758 1.883 -1.370  0.240
C22 -4.487 0.589 -3.330  -1.313
C23 3.235 -3.222 1.000  1.539
H43 -0.527 -4.944 0.645  0.461
H44 6.785 -3.484 -1.062  0.329
P2 -3.017 4.053 -0.221  1.369
H45 6.565 -3.823 1.282  0.430
C24 -1.655 -0.496 -0.940  -0.475
H46 -4.886 5.165 -1.268  0.614
C25 5.127 -2.230 -0.400  0.029
C26 -1.737 1.774 1.501  -0.304
H47 -1.915 1.718 -4.437  0.402
C27 0.523 -4.657 0.508  -1.429
H48 -5.560 2.916 -1.895  0.446


No. 2
The following is a DFT calculation (ωB97M-V/def2-TZVPD) of a structure of composition C27H49BCl2FI2N4O8 in a non-equilibrium geometry.

Calculated values
* LUMO level: -4.447 eV
* electronic energy: -3519.2786 a.u.
* total charge: +1
* HOMO-LUMO gap: 5.809 eV

Each line ends with the Mulliken charge.
Element x y z (Å)
C1 -0.462 3.149 -0.081  -1.913
H1 1.460 -2.732 0.264  0.647
H2 -7.694 8.421 4.741  0.408
H3 4.430 2.012 -0.157  0.029
H4 -4.262 7.169 1.348  0.455
H5 2.394 -4.145 -1.106  0.243
H6 -1.000 3.335 -1.011  0.655
H7 -1.933 1.728 -1.542  -0.133
H8 -0.872 2.892 2.045  0.575
H9 5.682 0.802 -0.311  0.530
H10 3.784 -9.813 -0.195  0.414
H11 -4.078 5.572 3.961  0.409
C2 -1.291 0.901 -1.825  -0.973
C3 3.203 -6.706 -2.946  -0.609
H12 2.069 -8.149 -0.253  0.355
H13 -6.293 6.263 3.571  0.080
H14 4.482 -8.224 0.061  0.380
H15 -5.854 8.348 2.311  0.183
C4 3.105 0.204 1.798  -1.907
H16 -3.018 2.625 0.013  0.032
H17 6.628 -10.277 -3.542  0.402
N1 -5.613 6.942 3.886  -0.320
H18 -3.717 1.100 1.783  0.262
F1 -1.091 0.277 -4.164  -0.315
O1 1.689 2.483 2.981  -0.447
O2 2.817 -3.616 -1.796  -0.320
N2 -2.815 1.555 1.881  -0.710
C5 -4.292 6.512 3.443  -0.839
C6 2.718 -8.199 -1.131  -0.546
C7 -9.034 6.755 3.593  -0.727
C8 4.626 -10.070 -2.737  -0.199
C9 -6.002 8.261 3.395  -0.177
O3 5.520 -8.879 -4.641  -0.345
Cl1 -0.016 -1.697 -1.798  0.045
H19 -8.380 5.996 4.034  0.307
C10 -4.092 6.269 1.948  -0.154
C11 -7.466 8.538 3.679  -0.799
H20 6.560 -7.240 -5.245  0.233
H21 -2.106 0.904 1.558  0.170
H22 2.794 -5.751 -3.277  0.245
C12 6.679 -8.071 -4.550  -0.721
H23 3.638 -9.827 -3.148  0.176
H24 -9.718 6.266 2.900  0.239
H25 6.809 -7.667 -3.541  0.304
O4 -4.834 5.173 1.434  -0.413
H26 4.009 0.416 -0.756  0.141
C13 1.294 1.610 0.838  1.255
C14 1.954 0.382 0.852  0.776
H27 -3.480 3.482 1.521  0.095
O5 2.875 -6.857 -1.571  -0.320
H28 -5.390 9.021 3.889  0.370
H29 5.333 -10.901 -4.566  0.395
Cl2 2.873 4.058 -0.073  0.057
H30 0.408 1.175 -3.195  0.210
H31 7.572 -8.632 -4.838  0.351
I1 2.721 -0.445 3.768  0.281
H32 4.347 -2.094 -2.572  0.306
C15 -1.334 3.376 1.174  -0.478
H33 2.779 -7.497 -3.567  0.323
C16 5.610 -10.087 -3.891  -0.805
H34 -6.425 4.801 0.217  0.317
I2 6.048 0.291 2.610  0.144
C17 -6.158 5.486 1.022  -0.715
C18 2.239 -1.976 0.091  -1.922
C19 -2.765 2.787 1.073  0.250
O6 -8.296 7.718 2.862  -0.345
O7 2.048 3.993 1.398  -0.310
H35 -6.242 6.509 0.649  0.315
C20 1.711 2.715 1.800  0.366
H36 -7.678 9.576 3.406  0.399
H37 -6.867 5.324 1.836  0.219
H38 -3.548 7.236 3.789  0.400
C21 4.339 0.472 1.368  0.418
C22 4.636 0.948 -0.039  -0.883
H39 5.251 -8.229 -2.164  0.069
O8 4.006 -1.598 -1.814  -0.578
N3 0.530 -0.431 -0.795  0.342
H40 -0.956 2.214 -3.565  0.372
C23 -0.134 0.741 -0.864  0.488
C24 -0.689 1.207 -3.232  -0.327
H41 2.171 -8.789 -1.875  0.354
H42 -1.384 4.442 1.411  0.148
H43 2.924 -2.037 0.943  0.281
H44 4.286 -6.662 -3.081  0.204
C25 0.227 1.792 -0.061  0.626
N4 5.033 -9.109 -1.715  -0.309
H45 -3.038 6.007 1.803  0.014
H46 -9.626 7.230 4.380  0.348
H47 -1.920 0.010 -1.856  0.649
H48 4.578 -11.067 -2.291  0.391
H49 0.328 3.903 -0.059  0.569
B1 3.069 -2.386 -1.226  0.590
C26 4.019 -8.868 -0.693  -0.750
C27 1.556 -0.647 0.031  0.695


No. 3
The following is a DFT calculation (ωB97M-V/def2-TZVPD) of a structure of composition C27H49BN6PdSb.

Calculated values
* LUMO level: 2.732 eV
* electronic energy: -1779.8831 a.u.
* total charge: -1
* HOMO-LUMO gap: 6.194 eV

Each line ends with the Mulliken charge.
Element x y z (Å)
H1 -5.356 0.506 -2.505  0.444
H2 2.400 -5.211 0.887  0.366
H3 -3.030 2.459 2.893  0.399
H4 -3.907 -1.390 3.930  0.477
H5 0.356 -5.741 -0.561  0.381
H6 3.033 4.736 1.431  0.365
H7 -1.162 -2.798 1.216  0.299
C1 3.072 -2.364 -3.361  -1.289
C2 -0.311 -3.247 1.729  -2.044
C3 -0.249 -5.144 0.125  -1.896
H8 -0.677 -3.926 2.505  0.355
H9 -1.088 -4.730 -0.437  0.354
C4 -3.451 1.459 3.001  -1.513
H10 -0.645 -5.806 0.900  0.435
H11 -3.845 -1.930 2.232  0.401
H12 3.590 1.363 3.000  0.353
C5 2.260 2.786 2.041  2.751
H13 1.187 -0.215 -5.184  0.147
N1 1.547 -1.436 -1.582  0.369
H14 -0.370 -0.642 4.795  0.399
B1 1.529 0.016 -2.106  -0.745
H15 -3.039 3.371 -1.834  0.354
H16 -4.091 -0.730 -2.625  0.366
N2 0.133 0.460 -2.596  0.353
H17 2.379 -4.573 -1.529  0.500
C6 -1.164 0.092 4.653  -1.524
H18 1.055 1.175 2.857  0.293
C7 1.127 -3.139 -0.339  -0.577
N3 1.642 1.299 0.107  0.562
H19 1.376 -5.285 2.330  0.441
C8 4.117 1.661 -2.568  -1.289
H20 -3.647 2.916 -3.429  0.381
C9 3.509 2.504 -0.208  -0.999
H21 4.325 3.191 -0.052  0.497
H22 -2.659 -2.541 3.394  0.361
H23 -4.257 1.343 2.276  0.359
C10 -1.525 1.120 -3.884  -0.971
C11 -3.516 0.988 -0.570  -2.060
C12 -4.327 0.317 -2.823  -1.885
N4 0.871 -1.847 -0.480  0.545
C13 1.986 -3.582 -1.365  -0.976
H24 2.350 -3.841 2.000  0.374
H25 0.927 2.723 3.726  0.347
C14 2.448 2.189 0.665  -0.558
H26 0.115 2.471 2.159  0.320
H27 3.385 2.879 3.896  0.428
H28 -4.266 0.479 -3.901  0.367
H29 3.550 1.953 -3.453  0.150
H30 4.406 2.829 2.448  0.381
H31 3.892 -1.656 -3.233  0.147
H32 2.035 4.769 2.894  0.442
H33 1.279 4.576 1.302  0.370
H34 4.502 0.656 -2.747  0.149
N5 2.162 1.018 -1.114  0.348
H35 -2.846 1.624 0.010  0.306
C15 -3.247 -1.670 3.106  -1.518
C16 1.015 2.258 2.739  -2.037
C17 -3.718 2.698 -2.361  -1.887
C18 2.226 -2.468 -2.134  0.463
H36 0.233 -2.425 2.198  0.316
C19 0.767 0.776 -5.014  -1.281
H37 4.965 2.339 -2.466  0.365
H38 -3.851 1.337 4.010  0.477
H39 -0.752 1.086 4.831  0.366
Pd1 -0.456 -0.004 0.622  -0.390
H40 -3.264 -0.041 -0.310  0.311
H41 -2.100 1.429 -4.742  0.502
H42 -1.970 -0.099 5.364  0.479
C20 3.488 2.445 2.897  -1.892
N6 -0.950 0.570 -1.785  0.551
H43 -4.740 2.912 -2.034  0.431
H44 2.496 -2.039 -4.228  0.150
H45 0.239 1.085 -5.917  0.369
H46 1.602 1.459 -4.856  0.152
C21 -0.191 0.789 -3.867  0.458
H47 3.497 -3.344 -3.579  0.367
Sb1 -1.922 -0.027 2.628  1.307
C22 2.148 4.311 1.908  -1.876
C23 -3.361 1.236 -2.062  2.725
H48 -4.550 1.193 -0.273  0.349
C24 -1.954 0.972 -2.549  -0.527
C25 0.575 -4.016 0.762  2.749
C26 3.291 1.732 -1.325  0.480
H49 2.234 0.024 -3.074  -0.194
C27 1.749 -4.627 1.540  -1.875